(1)
C43H45ClN10O9Sr | ωB97M-V/def2-TZVPD

Atoms and positions in Å:
Sr1 0.49126 -0.50616 0.21443
C1 -13.12884 3.80291 -2.23687
O1 -12.70939 3.04546 -1.11562
C2 -11.40029 2.70081 -1.04323
C3 -10.44283 3.03856 -1.99480
C4 -9.12841 2.63388 -1.81985
C5 -8.74423 1.89342 -0.70904
C6 -9.71718 1.55954 0.23524
C7 -11.02745 1.95657 0.07497
C8 -7.34320 1.49137 -0.57112
N1 -6.40668 1.69662 -1.46692
C9 -5.26231 1.17190 -0.92405
C10 -5.50919 0.64048 0.31765
N2 -6.84912 0.84958 0.53456
C11 -4.50979 0.00653 1.11512
C12 -4.72834 -0.57537 2.37015
C13 -3.68265 -1.17155 3.02859
C14 -2.42588 -1.18239 2.41531
N3 -2.20465 -0.64203 1.23533
C15 -3.20717 -0.04049 0.57891
C16 -2.91618 0.55349 -0.72635
N4 -1.64723 0.51393 -1.16643
C17 -1.36666 1.01181 -2.35423
C18 -2.33056 1.59340 -3.18525
C19 -3.62901 1.66002 -2.74610
C20 -3.94404 1.13736 -1.48628
H1 -14.19304 3.97292 -2.10385
H2 -12.96322 3.25671 -3.16860
H3 -12.61156 4.76422 -2.28191
H4 -10.70457 3.61419 -2.87014
H5 -8.37822 2.89393 -2.55414
H6 -9.46570 0.97470 1.11215
H7 -11.78459 1.69961 0.80333
H8 -7.37056 0.60732 1.35723
H9 -5.71435 -0.55296 2.81930
H10 -3.81330 -1.62119 4.00283
H11 -1.56722 -1.62722 2.90604
H12 -0.33315 0.93652 -2.67158
H13 -2.03908 1.98241 -4.15154
H14 -4.41546 2.10688 -3.34042
O2 2.26873 0.30436 -1.38293
C21 3.02245 -0.63829 -1.02779
O3 2.58270 -1.72669 -0.54769
C22 4.50900 -0.45721 -1.14889
C23 5.02345 0.74309 -1.61350
C24 6.40007 0.94954 -1.73153
C25 7.21252 -0.09484 -1.36862
O4 8.58017 -0.14909 -1.38884
C26 8.93416 -1.44342 -0.90472
O5 7.73477 -2.15531 -0.61792
C27 6.70188 -1.29492 -0.90593
C28 5.35733 -1.51104 -0.78075
H15 4.32573 1.52405 -1.88149
H16 6.81071 1.88414 -2.08721
H17 9.52383 -1.33877 0.00880
H18 9.49789 -1.97430 -1.67494
H19 4.94315 -2.43608 -0.40673
C29 0.63262 3.52803 -1.17949
C30 0.70568 5.07872 -1.21231
N5 -0.05915 5.64688 -0.10075
C31 0.53049 5.18077 1.15665
C32 0.55127 3.63021 1.19988
N6 -0.10995 3.08473 0.00464
C33 -1.47300 3.61437 -0.05868
C34 -1.43787 5.16283 -0.17777
H20 1.62231 3.06796 -1.15202
H21 0.12032 3.14672 -2.06542
H22 0.29851 5.47589 -2.14533
H23 1.73598 5.43049 -1.12761
H24 -0.05855 5.59479 1.97808
H25 1.53774 5.59520 1.23512
H26 0.03780 3.24417 2.07857
H27 1.56728 3.24002 1.22698
H28 -2.00019 3.29152 0.84308
H29 -1.98042 3.16899 -0.91648
H30 -2.01267 5.63685 0.62085
H31 -1.86033 5.49598 -1.12899
O6 1.88368 0.72646 4.21641
Cl1 1.21797 0.45867 2.99394
O7 1.07047 -0.97793 2.77028
O8 1.96761 0.95864 1.85258
O9 -0.09919 1.03652 2.94890
N7 0.57941 -3.51023 -3.87812
C35 -0.59049 -3.15741 -4.50792
C36 -1.01929 -2.03963 -3.85822
N8 -0.14362 -1.70141 -2.85501
C37 0.80389 -2.60444 -2.89186
H32 1.17790 -4.28020 -4.11610
H33 -0.99347 -3.71342 -5.33527
H34 -1.90435 -1.45656 -4.05630
H35 1.65712 -2.64080 -2.23099
N9 -0.26830 -3.14082 0.18182
C38 0.20379 -4.13380 0.54206
N10 0.73899 -5.25806 0.95665
C39 1.92214 -5.80121 0.28553
C40 2.92966 -6.26859 1.32530
C41 2.27620 -7.23181 2.31422
C42 1.06320 -6.58318 2.97887
C43 0.06359 -6.11318 1.93205
H36 2.33862 -5.01969 -0.34837
H37 1.61676 -6.64071 -0.35148
H38 3.31341 -5.39472 1.85805
H39 3.77366 -6.74185 0.82078
H40 2.99793 -7.54360 3.07013
H41 1.95982 -8.13826 1.78569
H42 1.38417 -5.72221 3.57104
H43 0.57135 -7.28351 3.65617
H44 -0.74931 -5.54341 2.37834
H45 -0.37058 -6.97455 1.40979

Values from the calculation:
- energy above the lowest of the compared OMol25 structures with the same formula, charge and spin (kJ/mol) = 53.6
- LUMO level (hartree) = 0.00083
- Kohn-Sham gap (eV) = 7.2120
- net charge = 0

Mulliken atomic charge list, values in e, 2 entries: atom 1 (Sr): 0.964, atom 2 (C): -0.842

---

(2)
C3H6N2OS | ωB97M-V/def2-TZVPD

Atoms and positions in Å:
C1 -2.08326 -0.21710 1.15987
N1 -2.06568 0.26674 -0.12610
N2 -0.99665 -0.00468 -0.98957
C2 0.00258 -1.00632 -0.79351
C3 1.06394 -0.46960 0.01972
O1 1.86544 -1.22128 0.60235
S1 1.11731 1.25355 0.10517
H1 -2.85407 0.26474 1.97950
H2 -1.13930 -0.78293 1.57696
H3 -1.48253 0.04271 -1.99340
H4 -0.25013 -1.93232 -0.26970
H5 0.47588 -1.24730 -1.67498
H6 -0.01359 1.69224 -0.62676

Values from the calculation:
- energy above the lowest of the compared OMol25 structures with the same formula, charge and spin (kJ/mol) = 411.1
- SMILES string = C=NNCC(=O)S
- LUMO level (hartree) = 0.02067
- Kohn-Sham gap (eV) = 9.9400
- net charge = 0

Mulliken atomic charge list, values in e, 2 entries: atom 1 (C): -0.242, atom 2 (N): -0.509

---

(3)
C40H36BrN9O3SW | ωB97M-V/def2-TZVPD

Atoms and positions in Å:
W1 0.36109 -0.31682 0.10393
C1 -4.42351 -2.40716 0.53490
C2 -2.04134 -1.57011 1.10570
N1 -1.39945 -1.35330 -0.15249
N2 -2.23131 -1.28443 -1.27640
C3 -1.85186 -0.43981 -2.15374
N3 -2.56617 -0.35566 -3.36745
S1 -0.50090 0.67772 -1.96642
C4 -1.01272 -2.10650 2.05855
C5 -1.32542 -2.99443 3.07758
C6 -0.30193 -3.55859 3.81384
C7 1.01225 -3.22208 3.50851
C8 1.24404 -2.29368 2.51582
N4 0.25452 -1.72140 1.82301
H1 -4.39572 -1.92028 -0.44023
H2 -5.39721 -2.25831 1.00164
H3 -4.25655 -3.47505 0.38465
H4 -3.51836 -0.67544 -3.24110
H5 -2.55012 0.58935 -3.72698
H6 -2.36710 -3.22255 3.25179
H7 -0.52087 -4.26056 4.60928
H8 1.84798 -3.65516 4.04157
H9 2.24221 -1.97398 2.24934
N5 -1.10264 1.64908 3.82132
C9 -1.52074 0.84313 2.77607
O1 -0.73379 0.76313 1.78904
C10 -2.74685 0.16018 2.85769
C11 -3.03144 -0.55610 1.61239
N6 -3.40348 -1.92675 1.44859
C12 -3.59318 0.26459 3.97067
N7 -4.26250 0.38740 4.91089
H10 -1.81708 2.00279 4.43735
H11 -0.37889 2.29659 3.55218
C13 0.28602 -4.27248 -0.73400
C14 1.10679 -3.89109 -1.96577
C15 0.32955 -2.97598 -2.91419
C16 2.48991 -3.34610 -1.64934
C17 3.55343 -4.11634 -2.10297
C18 4.87057 -3.73625 -1.92202
C19 5.11728 -2.54400 -1.27051
C20 4.09944 -1.72726 -0.78399
C21 4.56409 -0.41256 -0.17523
C22 4.17576 0.75733 -1.08500
C23 4.18967 -0.19445 1.28997
C24 2.73981 -2.11518 -0.96408
N8 1.69388 -1.33111 -0.53597
H12 -0.57482 -4.87474 -1.04105
H13 -0.10115 -3.39176 -0.23456
H14 0.88355 -4.86034 -0.03080
H15 1.29477 -4.82711 -2.50605
H16 0.18585 -1.99109 -2.47555
H17 -0.65668 -3.39386 -3.13077
H18 0.87126 -2.85340 -3.85601
H19 3.33052 -5.04399 -2.62084
H20 5.68500 -4.35002 -2.28894
H21 6.14292 -2.21773 -1.12843
H22 5.65901 -0.47303 -0.18486
H23 3.09512 0.80439 -1.22782
H24 4.65698 0.64604 -2.06020
H25 4.49348 1.70478 -0.64195
H26 3.11707 -0.14658 1.43783
H27 4.60616 0.75507 1.63842
H28 4.61069 -0.99502 1.90740
N9 3.63059 9.22754 0.82021
C25 3.30165 8.12349 0.74133
C26 2.89822 6.75984 0.64680
C27 3.75602 5.79653 0.09450
C28 3.37237 4.48103 0.00402
C29 2.10441 4.04355 0.46686
C30 1.24994 5.03506 1.01669
C31 1.63507 6.35024 1.10188
C32 1.71063 2.70862 0.39276
C33 1.34846 1.52795 0.33169
H29 4.73080 6.10219 -0.26648
H30 4.03869 3.75029 -0.43454
H31 0.27327 4.73162 1.37064
H32 0.96050 7.08501 1.52441
Br1 -2.43144 3.21561 -0.04932
C34 -3.74934 2.59566 -1.24696
C35 -3.83178 3.22561 -2.48233
C36 -4.81869 2.86633 -3.38545
C37 -5.74638 1.88941 -3.05096
C38 -5.65854 1.26243 -1.82034
C39 -4.65072 1.58559 -0.91569
C40 -4.58343 0.74305 0.32774
O2 -5.55751 0.43077 0.97055
O3 -3.34841 0.33838 0.52663
H33 -3.11056 3.99314 -2.72665
H34 -4.86264 3.35712 -4.34998
H35 -6.52620 1.61127 -3.74883
H36 -6.36186 0.49071 -1.53340

Values from the calculation:
- energy above the lowest of the compared OMol25 structures with the same formula, charge and spin (kJ/mol) = 0.0
- LUMO level (hartree) = 0.15268
- Kohn-Sham gap (eV) = 4.7592
- net charge = -2

Mulliken atomic charge list, values in e, 2 entries: atom 1 (W): 0.301, atom 2 (C): -0.960

---

(4)
C22H55Br2N11O23P | ωB97M-V/def2-TZVPD

Atoms and positions in Å:
C1 -1.48274 -1.38106 1.74592
C2 -1.26908 -1.06103 0.24934
C3 -2.61052 -0.73906 -0.40321
C4 -0.24819 0.06914 0.12542
C5 -0.01314 0.60820 -1.28188
C6 0.93245 1.79215 -1.29807
C7 1.41383 2.11979 -2.69762
N1 2.04592 3.46525 -2.58631
C8 1.00721 4.51639 -2.39150
C9 -0.00620 4.12008 -1.28771
C10 -1.46014 3.91640 -1.83337
Br1 -2.51935 3.17789 -0.39220
C11 -2.11258 5.20035 -2.38676
C12 -1.45092 5.69517 -3.67820
Br2 -4.00404 4.93608 -2.79061
P1 -0.04463 5.44247 0.12370
O1 1.53136 5.20195 0.51579
O2 0.24303 6.79277 -0.74690
O3 0.50832 2.98534 -0.60680
H1 -0.71637 -0.90106 2.36143
H2 -2.44495 -0.98580 2.08099
H3 -1.47137 -2.45036 1.95443
H4 -0.87924 -1.96119 -0.23695
H5 -3.25064 -1.62444 -0.35110
H6 -2.53757 -0.45117 -1.45506
H7 -3.11752 0.04491 0.15465
H8 -0.52660 0.89239 0.79472
H9 0.70992 -0.32576 0.48982
H10 0.48854 -0.17676 -1.85878
H11 -0.95856 0.85400 -1.77362
H12 1.83261 1.47893 -0.75217
H13 0.63382 2.16720 -3.45886
H14 2.18696 1.40808 -2.98703
H15 2.58153 3.69601 -3.42285
H16 2.67710 3.43436 -1.77648
H17 1.55582 5.42287 -2.14495
H18 0.55026 4.65156 -3.36538
H19 -1.43019 3.18714 -2.64990
H20 -2.10952 5.99719 -1.64124
H21 -0.56636 6.29813 -3.45822
H22 -1.19624 4.85649 -4.32889
H23 -2.12774 6.35034 -4.22480
H24 1.53658 4.70361 1.34178
H25 0.02530 6.79290 -1.68201
C13 -5.72607 3.24676 2.63388
N2 -5.89876 1.79682 2.34116
O4 -7.00559 1.32203 2.44552
O5 -4.90313 1.18179 2.01269
H26 -6.69126 3.65260 2.91051
H27 -5.00540 3.32523 3.44217
H28 -5.33361 3.71101 1.73354
C14 4.22383 3.97859 1.26832
N3 4.32965 2.57262 0.79569
O6 4.10375 2.31468 -0.38147
O7 4.61891 1.73794 1.61427
H29 3.93744 4.61113 0.43827
H30 3.48014 3.98794 2.05798
H31 5.19488 4.24954 1.67232
C15 -5.66600 -4.06893 1.46701
N4 -4.67805 -4.58114 0.47992
O8 -5.03616 -5.44221 -0.30399
O9 -3.55950 -4.11821 0.52361
H32 -6.60540 -4.57961 1.30496
H33 -5.25574 -4.26215 2.45169
H34 -5.74657 -2.99604 1.31180
C16 6.21043 -0.51295 -0.07515
N5 7.19296 -1.13154 -1.01400
O10 6.78211 -1.85491 -1.89956
O11 8.36100 -0.87717 -0.82394
H35 5.22048 -0.88320 -0.31331
H36 6.51291 -0.79749 0.92784
H37 6.27604 0.56139 -0.20028
C17 -8.09654 -7.86227 3.91413
N6 -7.59106 -6.47504 4.06349
O12 -6.97162 -6.18769 5.06912
O13 -7.81882 -5.71135 3.14856
H38 -7.81734 -8.42149 4.79859
H39 -9.17428 -7.80764 3.79235
H40 -7.62254 -8.25520 3.02227
C18 2.48818 7.92601 -5.71881
N7 2.04877 6.84652 -4.79691
O14 2.21933 5.68811 -5.12169
O15 1.53876 7.17531 -3.74356
H41 2.91788 7.46132 -6.59738
H42 1.60959 8.51844 -5.95661
H43 3.21036 8.53011 -5.17774
C19 3.79625 -3.31856 -2.14785
N8 2.98076 -2.10869 -1.87240
O16 2.37245 -1.61121 -2.79757
O17 3.01867 -1.65641 -0.74711
H44 3.68270 -3.56323 -3.19677
H45 4.82608 -3.06139 -1.91309
H46 3.45959 -4.12478 -1.50338
C20 -3.59876 -8.24682 0.88249
N9 -4.41344 -8.34022 2.12238
O18 -3.83888 -8.42804 3.18996
O19 -5.62215 -8.34301 1.99025
H47 -2.55449 -8.27086 1.16831
H48 -3.87119 -9.09499 0.26117
H49 -3.87223 -7.31725 0.39074
C21 -3.44452 -6.19878 5.65835
N10 -3.11893 -4.77882 5.96094
O20 -2.61921 -4.51549 7.03067
O21 -3.37560 -3.96493 5.09538
H50 -3.16640 -6.80101 6.51442
H51 -4.51216 -6.25148 5.46402
H52 -2.88496 -6.47818 4.77075
C22 11.67772 -0.29465 -0.65799
N11 12.69701 -0.05395 0.40039
O22 13.77247 -0.59832 0.29221
O23 12.36982 0.68204 1.30831
H53 12.10367 -0.95929 -1.39953
H54 10.80807 -0.73209 -0.17926
H55 11.42325 0.67245 -1.07998

Values from the calculation:
- LUMO level (hartree) = -0.12140
- Kohn-Sham gap (eV) = 8.5427
- net charge = +1

Mulliken atomic charge list, values in e, 2 entries: atom 1 (C): -1.572, atom 2 (C): 1.117

---

no.,energy (Ha),E_HOMO (eV)
1,-3381.1642,-7.2
2,-700.7326,-9.4
3,-5303.7573,-0.6
4,-8692.3541,-11.8